Formula: C10H16O
Source: the OMol25 dataset
Level of theory: ωB97M-V/def2-TZVPD

Each line ends with the natural charge from an NBO analysis.
Geometry (Å):
O 0.952 3.037 1.012  -0.7042
C -0.724 0.364 -1.641  -0.0274
C -1.536 0.967 -0.672  -0.1994
C 0.632 -1.933 2.640  -0.6025
C -1.387 -0.566 -2.634  -0.6251
C -0.968 1.892 0.176  -0.2490
C -0.101 -3.016 1.855  -0.4033
C 0.414 2.098 0.149  0.2650
C 1.213 1.490 -0.791  -0.2422
C 0.620 0.640 -1.747  -0.2099
C 0.710 -3.392 0.604  -0.6317
H -0.307 -3.914 2.447  0.1991
H 0.949 2.694 1.911  0.4800
H 0.250 -1.751 3.630  0.2048
H 1.265 0.303 -2.538  0.2137
H 0.164 -3.104 -0.289  0.2137
H 2.267 1.715 -0.816  0.2217
H -1.066 -2.602 1.543  0.1974
H 0.689 -1.032 2.032  0.2049
H 1.691 -2.162 2.732  0.1971
H -0.667 -0.919 -3.357  0.2129
H -1.865 -1.426 -2.177  0.2164
H -2.127 0.071 -3.114  0.2161
H -2.589 0.728 -0.716  0.2123
H 1.693 -2.921 0.482  0.2058
H 1.172 -4.390 0.657  0.2149
H -1.526 2.490 0.876  0.2188

Forces on the atoms, in the same order (eV/Å):
0.327 0.014 0.044
-0.449 -1.069 -0.489
0.817 0.149 -0.459
0.628 -0.150 -0.416
0.159 0.834 0.194
0.201 -0.205 0.173
0.430 0.264 -0.184
-0.295 0.234 0.107
-0.470 -0.240 -0.490
0.592 1.158 1.360
1.070 -0.103 0.043
0.069 0.232 0.064
-0.085 0.005 -0.019
-0.334 0.276 0.261
-0.148 -0.538 -0.275
0.018 -0.790 -0.334
0.166 0.049 -0.007
0.052 -0.235 0.065
-0.503 0.341 0.120
0.177 -0.485 0.298
0.086 -0.095 -0.311
-0.148 -0.041 0.162
-0.303 -0.456 -0.436
-0.139 0.187 0.320
-0.323 1.099 0.470
-1.294 -0.393 -0.429
-0.299 -0.043 0.166

Output
Spin multiplicity: 1
Total charge: 0
E_HOMO (eV): -8.78

***

Formula: C30H57Br4N7O2
Source: the OMol25 dataset
Level of theory: ωB97M-V/def2-TZVPD

Each line ends with the Löwdin charge.
Geometry (Å):
Br 2.134 -10.264 -1.706  0.5444
Br -9.015 -2.007 1.861  0.5989
Br 0.185 -6.351 -3.726  0.5748
Br -9.412 0.557 -2.024  0.5805
O 3.155 4.866 -0.339  0.0334
O -1.578 1.078 -1.631  -0.0218
N 0.436 0.825 -11.213  0.1368
N 3.917 -7.472 3.551  0.1417
N 4.551 4.808 1.444  -0.1907
N -3.215 7.999 -6.249  0.1171
N 2.732 -1.702 4.102  0.1382
N -1.788 0.025 6.099  0.1513
N -2.131 -1.041 -1.284  -0.1940
C 0.083 7.233 -5.101  -0.2384
C 4.997 -2.650 4.985  -0.1637
C 3.984 5.375 0.355  -0.3819
C -9.573 -0.939 -0.742  -0.6733
C 5.819 -1.850 6.120  -0.1898
C -1.333 -0.005 -1.066  -0.3238
C -1.066 2.953 4.365  -0.2762
C -1.391 6.665 -4.800  -0.1503
C 2.757 -7.450 3.673  -0.2638
C 1.327 -7.396 3.833  -0.1835
C 0.020 1.282 -10.269  -0.2219
C 1.667 -6.805 6.358  -0.1069
C 0.322 8.613 -4.544  -0.1344
C -2.418 7.385 -5.624  -0.2257
C -3.235 -1.109 -2.280  -0.0255
C 4.915 -1.246 7.289  -0.0991
C -2.130 2.152 -9.179  -0.2774
C 1.824 -8.646 -2.935  -0.6411
C -2.156 -2.212 -0.480  -0.0903
C 0.954 -7.656 5.340  -0.2580
C -2.004 0.897 5.436  -0.2564
C -9.260 -0.452 0.687  -0.6983
C 4.530 3.434 1.802  -0.0692
C 0.633 -7.871 -2.501  -0.6991
C 3.709 -2.126 4.499  -0.2524
C 5.575 5.632 2.238  -0.0280
C -0.614 1.919 -9.052  -0.1718
C -2.907 0.910 -9.362  -0.1380
C -2.326 2.052 4.551  -0.1475
C -0.351 3.251 5.646  -0.1238
H -3.692 -0.138 -2.469  0.0835
H -10.612 -1.238 -0.880  0.0487
H -0.396 2.450 3.668  0.1070
H 1.039 -6.419 3.443  0.1195
H 5.565 3.174 2.024  0.0834
H -2.845 -1.468 -3.233  0.0915
H 0.782 6.544 -4.627  0.0997
H -2.761 0.149 -8.596  0.0800
H 4.302 6.422 0.231  0.1275
H 1.398 -7.057 7.384  0.0759
H -3.280 2.535 4.762  0.1156
H -3.170 -2.433 -0.146  0.0880
H -8.360 0.163 0.697  0.0445
H -1.406 -2.167 0.310  0.0891
H -0.131 -7.565 5.383  0.1025
H 6.668 -2.396 6.530  0.0962
H 3.926 3.330 2.703  0.0913
H 0.400 7.326 -6.140  0.1042
H -1.599 6.644 -3.731  0.1153
H 1.060 9.228 -5.059  0.0727
H 4.964 -0.197 7.579  0.0611
H 5.049 -1.744 8.250  0.0577
H -0.081 -8.694 -2.492  0.0485
H 0.887 -8.178 3.215  0.1165
H 6.204 -0.972 5.602  0.0869
H 5.657 -2.485 4.134  0.1041
H 0.558 3.853 5.651  0.0738
H -9.971 0.235 1.146  0.0558
H -4.070 -1.753 -2.001  0.0797
H 0.767 -7.440 -1.508  0.0542
H -1.834 -3.094 -1.033  0.0861
H 4.937 -3.706 5.250  0.1095
H -0.457 -0.329 -0.482  0.1391
H -0.030 2.235 5.877  0.0628
H 4.181 2.749 1.030  0.0960
H -0.992 3.670 6.422  0.0818
H 1.567 -5.742 6.138  0.0827
H -1.142 3.862 3.768  0.1048
H -1.527 5.651 -5.177  0.1001
H 1.619 -8.995 -3.947  0.0560
H -8.824 -1.702 -0.954  0.0427
H 3.874 -1.346 6.983  0.0509
H 6.604 5.313 2.070  0.0807
H -2.605 2.756 -8.406  0.1127
H 2.680 -7.196 6.263  0.0668
H 5.228 5.446 3.255  0.0808
H -2.382 1.575 3.573  0.1065
H 1.210 -8.709 5.459  0.1085
H 2.608 -7.891 -2.998  0.0601
H 0.576 8.647 -3.485  0.0720
H -2.201 2.784 -10.064  0.1121
H 5.527 6.712 2.100  0.0766
H -0.577 9.226 -4.609  0.0678
H -2.691 0.336 -10.263  0.0726
H -0.255 2.947 -9.009  0.1071
H -0.296 1.392 -8.152  0.1123
H -3.971 1.040 -9.564  0.0755

Forces on the atoms, in the same order (eV/Å):
-0.158 1.748 -1.161
-0.092 0.481 -0.274
0.286 -1.178 0.656
0.175 -0.375 0.376
-0.826 -0.764 -1.088
1.404 -1.236 1.341
1.029 -1.033 -2.044
-2.135 0.035 0.287
2.164 2.691 -0.071
2.730 -2.202 1.998
-1.295 0.526 -0.580
0.911 -3.427 2.513
-2.475 -1.720 -0.662
-0.335 -0.453 0.554
1.467 0.739 0.724
0.262 0.384 1.064
0.061 0.781 0.853
-2.081 1.777 0.339
-1.117 1.964 -2.170
0.327 0.993 -0.916
0.700 0.644 -2.023
3.090 -0.160 -0.526
-0.189 0.117 0.897
-1.964 1.542 3.180
0.575 -0.867 -0.331
-0.627 1.306 0.864
-2.089 2.267 -0.855
0.438 1.263 -0.324
-0.240 -0.898 -0.313
0.239 0.155 -0.968
0.755 0.638 -0.664
1.150 -1.272 0.358
-0.929 -0.223 -1.356
-1.510 4.239 -2.571
0.033 0.578 -0.374
0.123 -0.562 0.380
-0.751 -0.770 0.715
1.662 -0.528 1.431
-1.791 -1.098 -0.204
0.260 0.586 -0.412
-1.069 -1.958 -1.015
1.431 -0.474 -1.010
0.489 -0.976 0.676
0.379 0.164 0.129
0.373 -0.403 0.208
0.212 -0.683 0.376
-0.400 0.039 0.185
-0.027 -0.379 0.200
0.077 -0.068 -0.013
-0.040 -0.168 -0.070
-0.176 0.315 0.477
0.105 0.086 -0.099
-0.415 0.243 -0.103
0.278 -0.032 0.362
0.170 0.204 0.516
0.369 -0.596 -0.078
-0.389 0.271 0.409
-0.070 -0.058 0.148
-0.281 -0.327 -0.346
-0.006 -0.434 0.085
-0.806 -0.708 -0.290
-0.153 0.370 -0.152
0.268 -0.476 -0.182
0.795 0.211 -0.709
-0.058 -0.451 -0.183
-1.244 1.035 0.084
-0.121 0.109 -0.034
0.308 -0.122 -0.063
0.032 -0.780 -0.242
-0.131 0.144 -0.684
-0.523 -0.539 -0.182
0.434 -0.199 0.502
-0.199 0.025 -0.214
-0.117 -0.173 -0.429
-0.198 0.063 -0.272
0.041 0.800 0.346
0.235 0.188 1.221
-0.219 0.439 -0.109
-0.140 -0.240 0.018
0.227 -0.044 0.227
-1.387 0.236 0.142
0.545 -0.284 0.246
0.334 -0.535 0.245
-0.392 0.073 -0.533
-0.125 -0.240 0.185
-0.117 -0.269 0.036
0.722 -0.042 0.498
0.532 0.907 0.196
0.702 0.094 0.299
-0.709 0.021 -0.139
-0.157 -0.053 0.417
0.974 -0.952 0.351
0.097 -0.298 0.070
-0.325 -0.022 -0.215
-0.375 -0.183 -0.494
-0.279 -0.022 -0.142
0.845 0.249 -0.326
0.724 -0.155 0.171
-0.088 -0.071 -0.081
-0.200 0.441 0.742

Output
Spin multiplicity: 1
Total charge: 0
E_HOMO (eV): -9.34

***

Formula: C16H15N3O2
Source: the OMol25 dataset
Level of theory: ωB97M-V/def2-TZVPD

Each line ends with the natural charge from an NBO analysis.
Geometry (Å):
O -1.075 0.058 2.420  -0.2667
O 0.826 -2.232 -1.509  -0.5065
N -0.616 1.891 1.317  -0.5066
N -2.120 5.766 2.078  -0.4143
N -1.781 1.052 3.018  -0.1524
C 2.465 -2.900 -3.192  -0.2695
C 1.309 -4.496 -1.815  -0.2593
C -2.959 5.949 3.084  0.0458
C 1.544 -3.172 -2.187  0.3000
C 0.474 -0.214 0.548  -0.4711
C -1.490 2.134 2.341  0.3007
C -1.665 4.548 1.857  0.0692
C 1.010 -0.869 -1.826  -0.0614
C 3.136 -3.944 -3.810  -0.2024
C 0.090 -0.051 -0.926  -0.3989
C 2.902 -5.254 -3.440  -0.2451
C -0.395 0.617 1.410  0.5429
C 1.983 -5.525 -2.437  -0.1875
C -2.911 3.647 3.694  -0.1335
C -3.385 4.926 3.921  -0.2564
C -2.026 3.446 2.635  -0.1431
H 0.152 1.001 -1.204  0.2277
H 0.590 -4.688 -1.034  0.2225
H -0.936 -0.392 -1.073  0.2160
H 2.668 -1.887 -3.503  0.2109
H 3.849 -3.721 -4.590  0.2129
H -4.071 5.128 4.730  0.2221
H -3.303 6.965 3.223  0.1937
H -0.981 4.428 1.029  0.2108
H 2.057 -0.577 -1.661  0.1721
H 1.791 -6.545 -2.139  0.2147
H 0.380 -1.258 0.849  0.2462
H -3.204 2.810 4.308  0.2348
H 3.429 -6.060 -3.927  0.2138
H 0.755 -0.685 -2.879  0.1832
H 1.510 0.105 0.689  0.2350

Forces on the atoms, in the same order (eV/Å):
0.532 -0.402 -0.546
-0.047 -0.161 0.089
0.293 -0.177 -0.342
0.079 0.465 -0.236
-0.680 0.885 0.585
-0.147 0.332 0.122
-0.065 0.192 0.048
-0.177 -0.009 0.225
0.055 -0.231 -0.019
-0.112 -0.140 -0.114
0.281 -1.118 -0.013
0.064 -0.532 0.075
-0.119 0.414 -0.097
0.032 -0.152 -0.020
0.319 -0.365 -0.045
0.125 -0.042 -0.130
-0.145 0.526 0.160
-0.032 0.036 0.032
0.147 0.103 -0.217
0.049 -0.061 -0.044
-0.329 0.582 0.245
-0.032 -0.005 -0.041
-0.087 -0.025 0.094
-0.048 0.073 -0.045
-0.007 0.093 0.001
0.051 0.019 -0.056
-0.051 0.035 0.054
-0.082 0.044 0.091
0.052 -0.086 -0.040
-0.062 -0.040 -0.063
-0.025 -0.077 0.034
0.092 0.038 0.009
-0.051 -0.048 0.079
0.045 -0.064 -0.042
0.092 -0.041 0.102
-0.011 -0.061 0.062

Output
Spin multiplicity: 1
Total charge: 0
E_HOMO (eV): -8.73

***

DFT total energy, record by record: -12676.3385, -326725.1183, -25399.7769 eV
Energy above the lowest of the compared OMol25 structures with the same formula, charge and spin, record by record: 1.386, 2.474, 1.769 eV
Frontier orbital gap, record by record: 9.6060, 9.3648, 9.1518 eV